(1)
47
Properties=species:S:1:pos:R:3:forces:R:3:mulliken_charge:R:1 method="wB97M-V/def2-TZVPD" de_lowest_kj_mol=0.00 energy_ev=-36991.99192 smiles="CN1N=C(C(=O)N[C@@H]2CCCc3c2cnn3-c2ccc(F)cc2F)CCC1=O"
C 1.9140 -5.8971 -0.8558 0.050 -0.210 -0.112 -1.03
N 1.7132 -4.9815 0.2465 0.195 -0.330 -0.055 0.19
C 1.6216 -5.4464 1.5343 -0.156 0.052 0.478 0.70
O 1.8035 -6.6144 1.7987 0.007 -0.084 0.129 -0.64
C 1.2050 -4.4030 2.5518 0.123 0.013 -0.017 -0.61
C 1.7764 -3.0314 2.2116 -0.115 -0.100 -0.038 -0.50
C 1.5431 -2.7680 0.7570 0.030 -0.565 0.483 0.67
N 1.5186 -3.6965 -0.1193 -0.161 0.892 -0.152 -0.51
C 1.3335 -1.3575 0.3118 0.036 0.013 -0.554 0.03
O 1.2956 -0.4379 1.1078 -0.010 0.007 0.239 -0.72
N 1.2144 -1.2281 -1.0248 0.001 -0.067 -0.293 -0.10
H 1.2365 -2.0826 -1.5587 0.007 0.033 0.039 0.35
C 0.8891 0.0291 -1.6781 0.136 0.266 0.244 -0.03
C -0.3861 0.5940 -1.1374 -0.121 0.467 -0.135 0.44
C -0.5742 1.9258 -0.8424 0.166 -0.445 -0.122 0.30
N -1.8383 2.0362 -0.3556 0.517 -0.307 -0.176 0.79
N -2.4575 0.8475 -0.3259 -0.861 -0.299 0.164 -1.15
C -1.6004 -0.0281 -0.7980 0.216 0.365 -0.037 -1.29
H -1.8715 -1.0619 -0.8772 -0.106 -0.242 0.023 0.57
C -2.5053 3.1871 0.0837 -0.385 0.359 0.244 -0.19
C -3.1273 3.2088 1.3339 0.129 0.081 -0.141 0.49
C -3.8122 4.3229 1.7825 -0.016 0.068 -0.089 -0.57
C -3.8673 5.4321 0.9584 0.163 -0.238 -0.127 0.40
C -3.2689 5.4471 -0.2892 -0.102 0.173 0.168 -0.82
C -2.5985 4.3185 -0.7213 -0.064 -0.213 0.234 -0.14
H -2.1561 4.3023 -1.7047 0.037 -0.048 -0.088 0.51
H -3.3424 6.3257 -0.9091 -0.022 0.092 -0.048 0.43
F -4.5246 6.5242 1.3836 0.015 -0.054 0.001 -0.32
H -4.2840 4.3231 2.7515 -0.037 -0.012 0.097 0.47
F -3.0500 2.1433 2.1373 0.016 0.165 -0.090 -0.27
C 0.4656 2.9802 -0.9591 0.066 0.125 -0.061 -0.34
C 1.5589 2.4603 -1.8981 0.054 -0.039 0.174 -1.02
H 1.1742 2.4283 -2.9206 0.012 0.074 -0.062 0.33
C 2.0114 1.0625 -1.4802 -0.065 -0.003 -0.250 -0.85
H 2.2746 1.0727 -0.4224 0.054 -0.028 -0.017 0.33
H 2.8886 0.7595 -2.0542 0.019 -0.040 0.023 0.35
H 2.4107 3.1413 -1.8790 -0.021 0.020 -0.064 0.41
H 0.8920 3.1687 0.0314 0.005 0.086 -0.010 0.29
H 0.0592 3.9230 -1.3285 0.029 -0.008 0.052 0.40
H 0.7721 -0.1916 -2.7471 0.084 -0.018 0.152 0.52
H 2.8561 -3.0087 2.3981 -0.019 0.039 0.025 0.24
H 1.3216 -2.2392 2.8067 0.102 -0.033 -0.051 0.31
H 0.1103 -4.3673 2.5362 0.033 -0.016 0.004 0.28
H 1.5131 -4.7394 3.5414 -0.041 -0.062 -0.115 0.33
H 1.9227 -6.9070 -0.4520 0.014 0.089 -0.078 0.41
H 2.8648 -5.6892 -1.3481 -0.026 -0.032 -0.008 0.30
H 1.1045 -5.7874 -1.5772 0.012 0.013 0.018 0.29

=====

(2)
10
Properties=species:S:1:pos:R:3:forces:R:3:mulliken_charge:R:1 method="wB97M-V/def2-TZVPD" de_lowest_kj_mol=204.19 energy_ev=-11758.54840
C 0.5729 0.1383 1.0853 2.137 -2.731 -0.563 -0.60
C -0.5145 -0.6322 0.3822 0.891 2.357 -2.466 -0.25
N -0.0281 -0.1827 -1.7222 -1.650 -0.399 1.778 -0.67
I 0.2397 1.8636 -1.8713 -0.094 -0.343 -0.048 0.08
H 0.8311 1.0214 0.4794 0.101 -0.336 0.136 0.07
H 0.3839 0.5443 2.0861 -0.393 -0.530 -0.137 0.30
H 1.4815 -0.6370 1.1102 -1.544 2.186 0.206 0.20
H -0.5609 -1.6961 0.2650 0.371 -0.292 0.129 0.32
H -1.4543 -0.1416 0.4292 -0.961 0.130 -0.110 0.27
H -0.9514 -0.2781 -2.2439 1.143 -0.042 1.076 0.28

=====

(3)
18
Properties=species:S:1:pos:R:3:forces:R:3:mulliken_charge:R:1 method="wB97M-V/def2-TZVPD" de_lowest_kj_mol=405.97 energy_ev=-12875.73246 smiles="[H]/N=C(/NC#N)c1ccccc1"
C 1.5133 1.0016 0.2279 -3.638 -4.391 -1.355 0.15
C 2.6500 -1.0215 -0.3315 1.763 -5.783 0.132 0.51
C 0.1312 0.3633 0.0975 0.582 -1.803 2.265 0.60
C -0.9290 1.0933 -0.4190 1.083 0.365 -0.768 -0.35
C -2.2095 0.5079 -0.5187 3.186 0.031 0.512 -0.75
C -2.4081 -0.7689 -0.1026 -1.772 -0.494 -0.091 -0.38
C -1.4034 -1.4530 0.4797 3.120 2.216 0.359 -0.49
C -0.1057 -0.9396 0.6824 0.374 -0.222 0.816 -0.34
H 0.7842 2.6756 0.9937 3.264 -2.420 -0.895 0.36
H 2.5662 0.6308 -1.2185 0.861 4.171 -11.861 0.20
H -0.5129 2.0711 -0.8204 -1.663 -0.956 0.229 0.34
H -2.9301 0.8671 -1.1108 -2.673 2.217 -1.752 0.42
H -3.4019 -1.2707 -0.1882 0.918 0.622 -0.153 0.32
H -1.5841 -2.3758 0.7932 -0.730 -3.903 1.520 0.50
H 0.6471 -1.5765 1.4366 -1.887 2.004 -2.639 0.22
N 1.7433 2.0789 0.6811 -1.686 7.666 3.024 -0.55
N 2.5688 0.3290 -0.4251 0.268 -5.590 10.999 -0.25
N 2.8807 -2.2124 -0.2572 -1.372 6.270 -0.342 -0.50

=====

(4)
13
Properties=species:S:1:pos:R:3:forces:R:3:mulliken_charge:R:1 method="wB97M-V/def2-TZVPD" de_lowest_kj_mol=278.22 energy_ev=-6218.96324 smiles="[H]/N=C/N.C=C"
C -1.5699 0.1805 3.2022 0.773 -0.363 -0.725 -0.44
C -1.1128 -1.0537 3.4826 1.920 1.320 -0.738 -0.44
H -0.9859 1.1254 3.2512 -0.487 -0.860 0.718 0.22
H -2.4768 0.2596 2.6036 -0.022 0.053 0.316 0.21
H -0.0506 -1.2363 3.8568 -1.726 0.324 -0.189 0.21
H -1.5726 -1.8717 2.9557 -0.456 -0.476 0.614 0.24
N 0.5032 0.1110 -3.5940 0.398 -0.286 0.559 -0.37
C 1.2551 0.2671 -2.4997 0.393 0.732 3.402 0.06
N 1.9720 1.2927 -2.1574 -1.138 -0.745 -3.435 -0.65
H 0.6997 0.6840 -4.3541 -0.078 1.220 -1.386 0.24
H -0.3757 -0.3269 -3.4877 -0.646 -0.453 -0.257 0.21
H 1.0229 -0.5081 -1.7308 0.500 -0.076 -0.586 0.28
H 2.6915 1.0765 -1.5283 0.568 -0.393 1.707 0.24

=====

(5)
11
Properties=species:S:1:pos:R:3:forces:R:3:mulliken_charge:R:1 method="wB97M-V/def2-TZVPD" de_lowest_kj_mol=406.41 energy_ev=-27822.57703
C 1.6512 0.7829 0.5730 -1.528 1.575 -2.060 -0.38
C 1.1159 -0.4147 0.5311 1.121 -2.504 2.291 -0.22
C 0.2781 0.6932 -1.0509 1.115 0.493 -0.086 0.19
N 1.0842 1.5235 -0.4871 -0.689 -0.690 -0.517 -0.53
N 0.3230 -0.5776 -0.5222 -1.048 1.663 -1.725 -0.13
S -2.8080 0.3261 0.1305 1.223 -0.880 0.602 -0.04
S -3.2874 -0.6371 -1.5064 0.154 -0.007 0.094 -0.15
H 2.2574 1.1886 1.2931 1.349 0.973 1.341 0.44
H 1.2284 -1.1404 1.2761 0.217 -1.270 0.657 0.40
H -0.2179 -1.3635 -0.8043 -0.235 -0.378 -0.146 0.24
H -1.6248 -0.3811 0.5670 -1.679 1.023 -0.453 0.18

=====

(6)
102
Properties=species:S:1:pos:R:3:forces:R:3:mulliken_charge:R:1 method="wB97M-V/def2-TZVPD" de_lowest_kj_mol=331.02 total_charge=-1 energy_ev=-87051.30715
C -4.4721 -0.9745 -6.8078 3.141 0.443 6.216 -0.44
C -3.6739 -0.8955 -5.7493 -3.563 -0.120 -4.526 -0.24
C -2.7848 -0.7284 -4.3926 0.010 -0.189 -0.860 -0.17
C -3.8595 -0.5812 -3.1804 -1.188 -0.805 -3.396 -0.11
O -4.2697 -1.9549 -2.8991 0.634 3.125 1.107 -0.74
B -4.1088 -2.0676 -1.4123 -0.329 -0.787 -0.286 1.03
O -5.2935 -2.6874 -0.7362 0.665 -1.098 -0.151 -0.77
O -3.9423 -0.6914 -0.8524 0.744 1.768 -1.557 -0.79
C -3.4647 0.2730 -1.8588 -2.841 -3.776 1.750 0.87
Cl -1.6296 0.3785 -1.5856 -1.637 0.226 -0.440 -0.55
C -4.3005 1.5897 -1.4531 -0.290 0.486 0.259 -0.79
C -4.9588 2.3953 -2.6740 2.313 -0.031 -4.265 0.62
O -4.5880 2.4002 -3.8807 -1.737 -0.146 6.078 -0.46
Cl -6.4088 3.4969 -2.2579 1.158 -0.999 0.035 -0.24
H -5.4526 -1.0385 -7.4229 2.560 0.118 1.317 0.30
H -2.1319 -1.6794 -4.2218 -1.430 1.622 -0.347 0.28
H -2.0367 0.1513 -4.4633 -1.502 -1.216 -0.189 0.22
H -4.7952 -0.1865 -3.7568 1.652 0.273 1.542 0.13
H -3.1373 -2.7785 -1.3563 0.624 -0.340 0.882 -0.33
H -5.1720 -3.6629 -0.8686 -0.243 1.448 0.124 0.24
H -5.1734 1.2623 -0.7511 1.663 0.363 -1.472 0.29
H -3.6164 2.2614 -0.7881 -1.283 -0.823 -1.508 0.35
N 2.3277 1.5840 -1.3379 -0.029 0.242 -0.212 0.05
C 3.2647 2.4056 -1.9068 0.185 -0.134 0.018 -0.59
C 2.6666 3.0729 -2.9489 0.345 0.141 0.129 -0.75
C 1.3177 2.6421 -3.0068 -0.344 -0.055 0.238 -0.49
C 1.1366 1.7256 -1.9990 0.115 -0.153 0.145 -0.12
H 2.4893 0.9708 -0.5537 -0.084 0.123 -0.180 0.25
H 4.2735 2.4432 -1.5233 -0.112 0.031 -0.120 0.54
H 3.1468 3.7926 -3.5970 -0.021 -0.035 0.103 0.51
H 0.5620 2.9670 -3.7082 0.017 -0.032 0.121 0.55
H 0.2632 1.1619 -1.6972 0.678 0.425 -0.202 0.25
N 6.1810 5.3861 1.8180 0.077 -0.070 0.069 0.03
C 4.8728 5.4923 1.4239 -0.065 0.020 0.004 -1.39
C 4.5397 4.3459 0.7433 -0.224 0.208 0.113 0.27
C 5.6869 3.5150 0.7311 0.245 -0.005 0.091 -0.38
C 6.6832 4.1815 1.4040 0.042 0.008 -0.029 -0.67
H 6.6935 6.0852 2.3330 -0.117 -0.176 -0.132 0.20
H 4.2938 6.3736 1.6601 0.077 -0.028 -0.151 0.62
H 3.5763 4.1293 0.3041 0.104 0.042 0.036 0.53
H 5.7748 2.5366 0.2806 0.026 0.107 0.085 0.42
H 7.7038 3.9032 1.6221 -0.129 0.009 -0.048 0.39
N 2.3169 1.0359 -5.4963 0.084 -0.201 -0.325 0.11
C 1.3168 0.8867 -6.4196 0.131 0.028 0.054 -0.47
C 1.6693 -0.1367 -7.2671 -0.259 0.156 -0.084 -0.85
C 2.9257 -0.6266 -6.8353 0.282 -0.034 0.072 -0.24
C 3.2993 0.1144 -5.7386 0.004 0.163 0.030 -0.32
H 2.3274 1.7195 -4.7511 -0.028 -0.276 -0.035 0.22
H 0.4428 1.5211 -6.3954 0.068 -0.114 -0.017 0.40
H 1.0860 -0.4934 -8.1040 0.040 0.029 0.123 0.39
H 3.4945 -1.4329 -7.2768 -0.107 0.037 0.049 0.31
H 4.1785 0.0655 -5.1125 -0.097 -0.019 -0.053 0.42
N 2.4312 5.2961 3.8052 -0.051 0.038 0.174 0.11
C 1.3828 6.1531 3.6005 0.010 -0.036 0.010 -0.29
C 0.3850 5.8229 4.4860 -0.019 0.249 -0.172 -0.88
C 0.8507 4.7303 5.2571 0.249 -0.195 0.089 -0.23
C 2.1176 4.4287 4.8167 0.026 -0.003 -0.012 -0.33
H 3.3004 5.3033 3.2909 -0.204 -0.134 0.051 0.25
H 1.4363 6.9213 2.8431 -0.060 -0.098 0.077 0.35
H -0.5735 6.3148 4.5696 0.114 -0.064 -0.027 0.38
H 0.3184 4.2206 6.0480 0.003 0.073 -0.093 0.32
H 2.8205 3.6723 5.1345 -0.085 0.047 -0.078 0.32
N -5.1180 -3.1968 2.2784 0.020 -0.072 0.480 0.16
C -5.1075 -2.3553 3.3570 -0.072 -0.181 -0.218 -0.51
C -4.8806 -3.1105 4.4843 -0.040 0.276 0.120 -0.57
C -4.7437 -4.4565 4.0676 0.115 -0.285 -0.116 -0.67
C -4.8920 -4.4786 2.7004 -0.091 0.266 -0.098 -0.41
H -5.2687 -2.9147 1.3166 0.125 0.112 -0.407 0.31
H -5.2634 -1.2940 3.2312 0.038 -0.128 0.013 0.41
H -4.8191 -2.7340 5.4958 0.017 -0.031 -0.094 0.37
H -4.5564 -5.3151 4.6968 0.062 0.097 -0.092 0.64
H -4.8574 -5.2952 1.9942 0.010 0.087 0.099 0.38
N -8.0982 -6.1715 6.7287 0.105 -0.107 0.052 0.01
C -8.2003 -7.3592 7.4040 -0.095 -0.085 0.057 -0.47
C -7.0801 -8.1040 7.1232 -0.238 -0.044 0.188 -0.67
C -6.2699 -7.3352 6.2511 0.038 0.255 -0.131 -0.14
C -6.9220 -6.1464 6.0274 -0.057 0.108 -0.052 -0.38
H -8.7818 -5.4308 6.7458 0.201 -0.170 -0.026 0.19
H -9.0595 -7.5717 8.0231 0.109 -0.016 -0.070 0.36
H -6.8670 -9.0926 7.5045 -0.040 0.110 -0.030 0.37
H -5.3145 -7.6196 5.8334 -0.113 0.052 0.032 0.41
H -6.6520 -5.2879 5.4305 -0.037 -0.141 0.042 0.31
N 6.6109 -0.8591 -8.1140 0.099 -0.029 0.015 0.04
C 6.5150 -2.0477 -7.4415 -0.057 -0.015 0.006 -0.29
C 7.6377 -2.7880 -7.7254 -0.210 -0.043 0.170 -0.57
C 8.4432 -2.0147 -8.5970 0.089 0.225 -0.154 -0.37
C 7.7857 -0.8280 -8.8170 -0.012 0.020 -0.036 -0.54
H 5.9232 -0.1209 -8.0937 0.073 -0.189 0.048 0.24
H 5.6574 -2.2641 -6.8216 0.120 -0.004 -0.067 0.35
H 7.8550 -3.7763 -7.3463 -0.042 0.118 -0.034 0.39
H 9.3990 -2.2944 -9.0168 -0.109 0.046 0.042 0.38
H 8.0513 0.0329 -9.4128 -0.013 -0.123 0.057 0.37
N 1.9268 1.4173 7.1105 0.019 -0.074 0.002 0.08
C 3.2474 1.0629 7.1905 0.058 0.042 0.024 -0.44
C 3.3098 -0.2722 7.5102 0.203 0.205 -0.056 -0.42
C 1.9782 -0.7419 7.6214 -0.289 0.034 0.006 -0.52
C 1.1461 0.3216 7.3667 -0.048 -0.004 0.048 -0.34
H 1.5830 2.3408 6.8954 0.068 -0.224 0.008 0.21
H 4.0269 1.7899 7.0150 -0.064 -0.105 0.037 0.34
H 4.2145 -0.8471 7.6475 -0.098 0.076 -0.031 0.38
H 1.6625 -1.7474 7.8606 0.019 0.127 -0.049 0.38
H 0.0686 0.3932 7.3469 0.133 -0.047 -0.008 0.36